# 1
Here is an isolated molecule of C4H9NO2 in a non-equilibrium geometry from the Open Molecules 2025 dataset. Energies are from wB97M-V/def2-TZVPD.

Geometry as ORCA input:
```
! RIJCOSX wB97M-V def2-TZVPD def2/J DEFGRID3
* xyz 0 1
O 2.45333 1.02603 -0.18728
C 1.37549 0.79015 -0.63322
O 0.87925 1.78888 -1.56094
C 0.33082 -0.28478 -0.39157
C -0.90176 0.41113 0.28369
C -1.86486 -0.69602 0.78437
N 0.98466 -1.29604 0.44865
H 1.58133 2.45501 -1.54186
H -0.01881 -0.65705 -1.42980
H -1.30850 0.91046 -0.64659
H -0.55308 1.11786 1.03808
H -2.13685 -1.38898 0.00075
H -1.21141 -1.23748 1.46994
H -2.79087 -0.30896 1.19741
H 1.43653 -0.94165 1.28371
H 1.74475 -1.68856 -0.11534
*
```

Results
total energy	-363.04266	hartree
ΔE to the lowest compared entry with this formula, charge and spin	26.9	kcal/mol
lowest unoccupied orbital energy	0.80	eV
SMILES string	CC[C@H](N)C(=O)O
strongest force on any atom	4.40	eV/Å
orbital gap	10.61	eV

# 2
Here is a cluster of 3 separate species, C4H9NO2 in total in a non-equilibrium geometry from the Open Molecules 2025 dataset. Energies are from wB97M-V/def2-TZVPD.

Geometry as ORCA input:
```
! RIJCOSX wB97M-V def2-TZVPD def2/J DEFGRID3
* xyz 0 1
C 2.14782 0.07493 0.11026
C 1.13600 0.85052 -0.47105
N 0.12364 -0.00226 -0.79506
C 0.45211 -1.31224 -0.49602
C 1.74830 -1.27398 -0.00418
H 2.86728 0.41618 0.82980
H 0.98556 1.93811 -0.45426
H -0.75795 0.34425 -1.42994
H 0.13994 -2.15223 -1.07998
H 2.24139 -2.17240 0.35108
H -1.69557 -0.21969 2.73105
H -0.47910 -0.28920 1.73145
O -1.46919 -0.15632 1.78479
H -3.34559 1.01983 -0.86756
H -2.32932 1.10334 0.19791
O -2.45551 1.40536 -0.69456
*
```

Results
total energy	-363.01650	hartree
ΔE to the lowest compared entry with this formula, charge and spin	43.3	kcal/mol
lowest unoccupied orbital energy	0.68	eV
SMILES string	c1cc[nH]c1.O.O
strongest force on any atom	4.23	eV/Å
orbital gap	8.96	eV

# 3
Here is an isolated molecule of C4H9NO2 from the Open Molecules 2025 dataset. Energies are from wB97M-V/def2-TZVPD.

Geometry as ORCA input:
```
! RIJCOSX wB97M-V def2-TZVPD def2/J DEFGRID3
* xyz 0 1
C -0.31465 -1.68554 -0.68792
C 0.13317 -0.56471 0.24466
C 1.30680 0.22030 -0.36090
O 2.02421 0.99175 0.55513
N -1.06037 0.25926 0.44245
C -1.16374 1.57760 0.68378
O -0.26060 2.35348 0.95861
H -1.17504 -2.22312 -0.27121
H 0.48012 -2.41413 -0.86198
H -0.61547 -1.25907 -1.65268
H 0.47108 -0.97052 1.20744
H 2.01027 -0.51333 -0.76978
H 0.91528 0.81062 -1.20785
H 1.39962 1.67195 0.87197
H -1.94883 -0.19607 0.26588
H -2.20185 1.94153 0.58240
*
```

Results
total energy	-363.05465	hartree
ΔE to the lowest compared entry with this formula, charge and spin	19.4	kcal/mol
lowest unoccupied orbital energy	0.72	eV
SMILES string	C[C@@H](CO)NC=O
strongest force on any atom	0.58	eV/Å
orbital gap	10.61	eV

What did the first record say?
Here is an isolated molecule of C4H9NO2 in a non-equilibrium geometry from the Open Molecules 2025 dataset. Energies are from wB97M-V/def2-TZVPD.

Geometry as ORCA input:
```
! RIJCOSX wB97M-V def2-TZVPD def2/J DEFGRID3
* xyz 0 1
O 2.45333 1.02603 -0.18728
C 1.37549 0.79015 -0.63322
O 0.87925 1.78888 -1.56094
C 0.33082 -0.28478 -0.39157
C -0.90176 0.41113 0.28369
C -1.86486 -0.69602 0.78437
N 0.98466 -1.29604 0.44865
H 1.58133 2.45501 -1.54186
H -0.01881 -0.65705 -1.42980
H -1.30850 0.91046 -0.64659
H -0.55308 1.11786 1.03808
H -2.13685 -1.38898 0.00075
H -1.21141 -1.23748 1.46994
H -2.79087 -0.30896 1.19741
H 1.43653 -0.94165 1.28371
H 1.74475 -1.68856 -0.11534
*
```

Results
total energy	-363.04266	hartree
ΔE to the lowest compared entry with this formula, charge and spin	26.9	kcal/mol
lowest unoccupied orbital energy	0.80	eV
SMILES string	CC[C@H](N)C(=O)O
strongest force on any atom	4.40	eV/Å
orbital gap	10.61	eV

The lowest total energy belongs to which entry? number 3

Repeat the second record exactly.
Here is a cluster of 3 separate species, C4H9NO2 in total in a non-equilibrium geometry from the Open Molecules 2025 dataset. Energies are from wB97M-V/def2-TZVPD.

Geometry as ORCA input:
```
! RIJCOSX wB97M-V def2-TZVPD def2/J DEFGRID3
* xyz 0 1
C 2.14782 0.07493 0.11026
C 1.13600 0.85052 -0.47105
N 0.12364 -0.00226 -0.79506
C 0.45211 -1.31224 -0.49602
C 1.74830 -1.27398 -0.00418
H 2.86728 0.41618 0.82980
H 0.98556 1.93811 -0.45426
H -0.75795 0.34425 -1.42994
H 0.13994 -2.15223 -1.07998
H 2.24139 -2.17240 0.35108
H -1.69557 -0.21969 2.73105
H -0.47910 -0.28920 1.73145
O -1.46919 -0.15632 1.78479
H -3.34559 1.01983 -0.86756
H -2.32932 1.10334 0.19791
O -2.45551 1.40536 -0.69456
*
```

Results
total energy	-363.01650	hartree
ΔE to the lowest compared entry with this formula, charge and spin	43.3	kcal/mol
lowest unoccupied orbital energy	0.68	eV
SMILES string	c1cc[nH]c1.O.O
strongest force on any atom	4.23	eV/Å
orbital gap	8.96	eV

Number 3 is which compound? C4H9NO2